144
Properties=species:S:1:pos:R:3:forces:R:3:mulliken_charge:R:1 method="wB97M-V/def2-TZVPD" charge=+1 e_tot_ev=-117310.62647 de_lowest_kj_mol=0.0 gap_ev=9.06
Mg 2.9608 -0.5155 -3.0371 -0.5 0.0 1.6 2.95
C 0.0410 1.2762 -0.3418 1.0 -1.4 -0.1 -0.24
F 0.9950 2.2091 -0.3151 -0.2 0.2 0.1 0.07
F -0.7277 1.3687 0.7379 -0.2 0.4 -0.1 0.16
F -0.6900 1.4824 -1.4400 -0.2 -0.1 0.0 0.21
S 0.8268 -0.4467 -0.3271 0.5 -1.5 -0.1 -0.52
O -0.2688 -1.3890 -0.4710 -0.2 1.0 0.0 0.31
O 1.7168 -0.4919 -1.4873 -0.8 0.9 0.5 -0.76
O 1.5529 -0.5633 0.9122 -0.3 0.8 0.0 -0.24
C 2.7265 4.0779 2.5936 -0.1 0.1 0.5 -0.26
C 2.1462 2.7232 2.9469 0.1 -1.1 -0.2 -0.36
C 3.0672 1.7792 2.1344 -0.3 1.8 0.3 0.81
O 4.3405 2.4630 2.1896 0.8 -0.6 -0.2 -0.47
C 4.2096 3.7701 2.7514 -0.9 -0.5 0.3 -0.85
H 2.4143 4.8707 3.2744 -0.1 0.1 -0.2 0.48
H 2.4900 4.3343 1.5584 0.0 0.1 0.0 0.06
H 1.0891 2.5132 2.7747 0.0 0.3 -0.3 -0.17
H 2.3123 2.4939 4.0029 0.0 0.2 0.1 0.48
H 2.8033 1.7932 1.0797 -0.3 -0.5 0.0 -0.63
H 3.0613 0.7778 2.5553 0.5 -0.1 -0.1 0.24
H 4.8528 4.5026 2.2700 0.2 -0.3 -0.1 0.35
H 4.4371 3.6816 3.8179 0.2 0.4 0.0 0.35
C 1.2297 -4.9134 3.7489 -0.5 0.2 0.3 -0.61
C 0.8689 -4.1424 2.4905 -0.8 -0.4 -0.3 0.30
C 0.3629 -2.7966 3.0315 0.7 -0.2 0.1 1.76
O 0.2220 -2.9671 4.4483 -0.4 0.2 0.1 -0.52
C 0.1949 -4.3608 4.7243 0.4 -0.1 0.2 -0.36
H 2.1966 -4.5563 4.1074 0.2 -0.4 0.0 0.33
H 1.1641 -5.9956 3.6494 0.3 0.0 -0.1 0.34
H 0.0165 -4.6276 2.0032 0.6 0.0 0.1 -0.46
H 1.6778 -4.0977 1.7626 0.0 0.3 0.0 0.06
H -0.6048 -2.5483 2.5880 0.3 0.2 0.0 -1.44
H 1.0880 -2.0024 2.8626 -0.2 0.2 0.0 -0.11
H -0.8138 -4.7798 4.5979 0.1 0.0 -0.3 -0.04
H 0.4625 -4.5311 5.7679 0.1 0.2 0.0 0.43
C -1.5906 0.1436 3.9380 0.5 -0.3 0.4 -0.50
C -2.4020 -0.4252 5.1096 0.0 -0.4 -0.3 -0.73
C -2.9917 -1.6847 4.4920 -0.5 0.1 -0.2 -0.04
O -3.2078 -1.3657 3.1042 -0.3 0.3 0.0 -0.47
C -2.2740 -0.4020 2.6789 0.5 1.2 0.6 0.56
H -0.5779 -0.2676 3.9544 0.0 0.2 0.3 0.00
H -1.5190 1.2309 3.9801 0.0 0.0 -0.2 0.42
H -3.2420 0.1985 5.4162 0.2 0.3 -0.1 0.29
H -1.7786 -0.6302 5.9776 0.0 0.0 0.0 0.36
H -3.9826 -1.9009 4.8908 0.1 -0.2 0.1 0.47
H -2.3571 -2.5703 4.5749 0.2 0.1 0.1 -0.28
H -2.7410 0.4690 2.2062 -0.5 -0.5 -0.3 0.37
H -1.5066 -0.8032 2.0115 -0.3 -0.2 -0.2 -0.45
O -0.1246 3.1035 -4.1189 0.0 -0.2 0.0 -0.46
C -1.1448 3.3743 -3.5444 0.1 0.6 -0.4 0.46
O -2.3064 2.7707 -3.8095 -0.1 -0.3 -0.5 -0.34
C -3.3648 3.2737 -2.9908 -0.7 -0.1 0.6 -0.32
C -2.6739 3.9957 -1.8353 0.0 -0.1 0.2 0.59
C -1.3506 4.4244 -2.4897 -0.3 -0.5 1.1 -0.04
H -3.9394 2.4008 -2.6825 0.0 0.0 0.1 -0.19
H -4.0585 3.9164 -3.5365 0.4 0.1 -0.4 0.26
H -2.5335 3.2899 -1.0145 0.4 -0.1 -0.2 -0.82
H -3.2409 4.8063 -1.3807 -0.1 0.2 -0.4 0.77
H -0.5198 4.3306 -1.7901 0.1 0.4 -0.1 -0.53
H -1.4264 5.4237 -2.9136 0.2 0.0 -0.1 0.61
O 2.8153 1.5297 -2.9669 0.5 -0.3 0.0 0.15
C 2.7777 2.5652 -3.5986 -0.3 0.5 0.3 -0.04
O 2.6949 2.5813 -4.9083 0.1 -0.4 -0.6 -0.36
C 2.7092 3.9243 -5.4297 1.0 0.8 0.3 -0.37
C 3.2310 4.7790 -4.2679 -0.5 0.6 0.3 -0.85
C 2.8296 3.9603 -3.0431 -0.4 0.6 -0.2 0.15
H 1.7210 4.2217 -5.7671 -0.2 -0.3 0.2 0.22
H 3.4187 4.0134 -6.2493 -0.2 -0.6 -0.2 0.42
H 2.7155 5.7394 -4.2958 0.2 0.0 0.1 0.34
H 4.2998 4.9874 -4.2660 0.0 -0.3 -0.4 0.31
H 1.8252 4.3049 -2.7817 -0.1 -0.6 0.2 -0.41
H 3.4456 4.0714 -2.1557 0.2 -0.2 -0.1 0.66
O 4.4488 -0.4879 -1.6014 0.0 0.1 -0.9 -0.84
C 5.0672 -0.5701 -0.5644 0.4 0.4 0.5 0.13
O 5.0724 -1.6860 0.1396 -0.3 -0.1 0.0 -0.28
C 5.8339 -1.5617 1.3556 0.8 0.2 0.4 -0.58
C 6.2341 -0.0811 1.4630 0.1 0.3 -0.1 -0.24
C 5.9415 0.4949 0.0790 -0.2 -0.4 -0.1 -0.28
H 6.7056 -2.2144 1.3042 0.0 0.0 -0.4 0.28
H 5.2640 -1.9231 2.2078 -0.4 0.1 -0.2 0.35
H 7.2907 0.0673 1.6743 0.0 -0.3 0.3 0.43
H 5.6514 0.4394 2.2200 0.0 0.0 0.0 -0.03
H 6.8457 0.5998 -0.5242 0.0 -0.2 -0.1 0.50
H 5.4825 1.4816 0.1028 -0.3 -0.1 0.0 0.07
O 1.3571 -0.4829 -4.1646 0.7 0.6 -0.9 -0.45
C 0.2751 -0.8883 -4.4960 -1.2 -1.1 0.6 -0.12
O -0.2069 -2.0239 -3.9736 0.9 0.4 -0.1 0.09
C -1.5624 -2.2578 -4.3644 -0.9 -0.1 0.3 0.10
C -2.0259 -0.9853 -5.0776 -0.1 -0.5 -0.3 -0.56
C -0.7138 -0.3057 -5.4571 0.0 0.1 0.1 -0.20
H -2.1151 -2.4575 -3.4456 0.0 0.0 -0.1 -0.26
H -1.6443 -3.1385 -5.0037 0.4 0.0 0.0 0.38
H -2.6478 -0.3767 -4.4236 0.1 0.2 0.0 0.04
H -2.6216 -1.2685 -5.9431 0.0 0.2 0.0 0.47
H -0.7450 0.7796 -5.3907 0.2 0.0 -0.1 0.04
H -0.3325 -0.6265 -6.4318 -0.2 0.2 -0.1 0.44
O -1.4414 -7.1912 1.6822 -0.3 0.2 0.5 -0.64
C -1.8567 -6.0728 1.5686 0.5 -0.8 -1.2 0.53
O -1.3469 -5.3063 0.5541 -0.5 0.1 -0.2 -0.34
C -1.9656 -4.0146 0.4960 0.0 0.2 0.9 -0.35
C -2.7507 -3.8778 1.8072 -0.3 -0.3 0.4 1.91
C -2.8917 -5.3218 2.3604 0.5 1.0 -1.0 -0.77
H -2.6325 -3.9182 -0.3608 0.2 -0.3 -0.2 0.26
H -1.1888 -3.2486 0.4560 0.0 -0.2 -0.3 -0.08
H -3.7199 -3.4297 1.5920 0.0 0.0 0.3 0.88
H -2.2396 -3.2401 2.5290 -0.2 -0.3 -0.3 -2.01
H -3.8859 -5.6759 2.1015 0.0 -0.5 0.4 0.28
H -2.6010 -5.4379 3.4000 -0.6 0.0 0.2 0.35
O -3.1408 7.4013 3.1298 0.0 -0.1 0.4 -0.56
C -2.4499 6.5050 2.7569 -0.8 0.2 -0.6 0.34
O -1.4097 6.7477 1.9250 0.7 0.4 -0.6 -0.40
C -0.7285 5.5615 1.5321 -0.9 -1.2 1.4 0.01
C -1.7322 4.4418 1.8756 0.1 -1.1 0.0 0.97
C -2.6036 5.0098 2.9848 0.2 0.8 -0.2 -0.54
H 0.1182 5.3944 2.2015 0.4 0.4 -0.4 0.07
H -0.4505 5.5481 0.4829 0.1 0.4 0.0 0.16
H -1.2473 3.5082 2.1690 0.2 0.2 0.0 -0.38
H -2.3451 4.1512 1.0211 -0.1 0.3 0.0 -0.39
H -2.2765 4.8655 4.0168 0.2 -0.5 -0.1 0.29
H -3.6447 4.7145 2.8985 -0.1 0.1 0.2 0.38
O 2.7324 -2.4991 -2.9164 1.4 0.7 -0.4 -0.49
C 2.1605 -3.5377 -2.7408 -1.3 -1.2 -0.5 -0.12
O 2.1353 -4.4710 -3.7060 0.1 0.6 0.5 -0.45
C 1.1842 -5.5024 -3.3855 -0.5 -0.7 0.3 -0.68
C 0.4267 -5.0632 -2.1229 0.5 -0.2 0.2 -0.55
C 1.3124 -3.9546 -1.5801 -0.2 0.5 0.4 2.12
H 1.7002 -6.4422 -3.1870 0.3 0.1 -0.2 0.30
H 0.5432 -5.6303 -4.2551 0.1 0.0 0.0 0.37
H 0.3769 -5.8437 -1.3685 -0.3 -0.2 -0.3 0.42
H -0.5840 -4.7147 -2.3212 0.0 0.1 -0.1 0.06
H 1.9671 -4.2606 -0.7606 0.1 -0.2 -0.1 0.34
H 0.7174 -3.1336 -1.1807 0.3 0.2 -0.2 -1.40
O -4.0410 -2.7391 -2.2389 -0.2 0.2 0.0 -0.64
C -4.3107 -1.7171 -1.6594 1.4 -0.7 0.0 0.35
O -5.4805 -1.1091 -1.7782 -0.8 0.5 -0.4 -0.45
C -5.5260 0.1010 -1.0061 0.0 0.2 0.4 -0.47
C -4.3781 -0.0362 -0.0144 0.4 1.4 0.1 -0.15
C -3.3812 -0.9372 -0.7377 -0.8 -0.5 0.7 2.80
H -6.5177 0.1884 -0.5680 0.0 -0.2 0.1 0.38
H -5.3961 0.9964 -1.6192 0.1 -0.3 -0.5 0.03
H -4.7200 -0.3937 0.9562 0.1 -0.5 -0.1 0.25
H -3.9365 0.9413 0.2027 -0.1 0.0 -0.1 -0.02
H -2.8758 -1.5739 -0.0137 0.0 -0.3 -0.3 -1.56
H -2.5837 -0.4802 -1.3230 -0.2 0.4 0.0 -0.75

=====

143
Properties=species:S:1:pos:R:3:forces:R:3:mulliken_charge:R:1 method="wB97M-V/def2-TZVPD" multiplicity=5 e_tot_ev=-200703.54446 gap_ev="7.45 / 7.89"
Cr 24.0717 -17.0176 -20.2204 0.4 0.4 -0.2 -0.45
C 20.7598 -15.9401 -17.5445 1.0 -0.2 0.7 -1.23
C 22.1628 -15.3846 -17.9532 -0.9 1.0 -1.9 0.96
C 22.8941 -14.6633 -16.7697 -0.9 -1.2 -0.2 -1.10
O 22.8727 -16.2653 -18.7317 1.1 -1.2 0.2 0.59
H 20.9303 -16.4511 -16.5969 -0.5 -0.1 0.3 0.30
H 20.3463 -16.6808 -18.2290 0.4 0.1 -0.3 0.13
H 20.0086 -15.1560 -17.4502 0.1 0.1 0.3 0.33
H 21.8909 -14.5928 -18.6512 -0.2 1.0 -0.2 -0.44
H 23.8351 -14.1896 -17.0494 0.1 -0.4 0.0 0.01
H 22.9888 -15.4387 -16.0095 0.7 0.1 0.3 0.16
H 22.2824 -13.8901 -16.3047 -0.3 0.1 -0.2 0.36
C 27.3034 -16.4321 -22.4266 0.6 -0.7 0.1 -0.25
C 26.4694 -17.7277 -22.7135 -0.3 1.8 1.7 1.46
C 27.4769 -18.9026 -22.7548 -0.7 -0.3 0.2 -1.51
O 25.3696 -17.8132 -21.7641 0.8 -0.5 -0.9 0.56
H 28.0423 -16.6213 -21.6479 -0.3 0.0 0.7 -0.52
H 26.7046 -15.5515 -22.1938 -0.1 -0.2 0.0 -0.15
H 27.9872 -16.2027 -23.2438 -0.3 0.1 -0.6 0.57
H 26.1435 -17.4902 -23.7261 -0.7 -0.7 -0.2 -0.99
H 27.0608 -19.8740 -23.0218 -0.6 0.0 0.0 0.43
H 27.9339 -19.0542 -21.7769 0.1 0.2 0.1 0.15
H 28.2578 -18.7743 -23.5044 0.1 0.5 0.1 0.38
O 23.3754 -22.4710 -13.1073 -1.8 1.6 -1.2 -0.60
S 22.3469 -21.9263 -14.0082 0.6 -0.9 -1.1 1.07
O 21.0950 -21.3198 -13.5284 2.4 -1.3 -0.7 -0.60
O 23.0291 -20.8137 -15.1381 -2.2 -3.8 1.4 -0.03
C 23.5896 -19.7562 -14.4820 1.6 3.3 -0.4 -0.62
C 23.7121 -18.6127 -15.5043 0.5 0.3 -0.4 -0.21
C 22.0420 -23.3017 -15.2487 -0.7 1.4 -0.2 -0.91
H 24.5937 -19.9835 -14.1240 0.0 -0.2 0.2 0.28
H 23.0120 -19.3030 -13.6763 -0.4 -0.7 0.3 0.47
H 23.7543 -17.6722 -14.9550 0.0 0.1 -0.1 0.50
H 22.9143 -18.5583 -16.2451 -0.6 0.0 0.5 -0.23
H 24.5733 -18.6510 -16.1713 0.3 -0.3 0.5 -0.17
H 21.7291 -24.2438 -14.7983 0.1 0.4 0.4 0.42
H 22.8510 -23.4689 -15.9598 0.5 0.3 0.6 0.30
H 21.2335 -22.9035 -15.8618 -0.3 -0.1 0.1 0.27
O 19.1941 -14.8348 -22.3004 -1.9 -1.1 0.9 -0.49
S 17.9708 -15.5632 -21.9290 1.2 -2.3 -2.8 1.07
O 17.0406 -15.0907 -20.9774 -0.6 1.3 0.6 -0.65
O 17.1917 -15.9007 -23.3753 -0.1 1.6 1.0 -0.26
C 16.1036 -14.9389 -23.6886 -0.5 -0.9 -0.8 -0.25
C 15.6126 -15.1170 -25.1316 0.8 -1.0 0.1 -1.21
C 18.3024 -17.3195 -21.4608 0.7 1.2 0.4 -0.42
H 16.3507 -13.9023 -23.4592 0.3 -0.2 0.2 0.41
H 15.2166 -15.2978 -23.1665 0.3 0.5 0.9 0.25
H 16.3605 -15.1163 -25.9246 0.2 0.6 0.2 0.33
H 14.8032 -14.4170 -25.3384 0.1 -0.1 0.0 0.35
H 15.2472 -16.1431 -25.1747 -0.5 0.0 -0.1 0.31
H 18.0875 -18.0743 -22.2172 0.2 0.5 -0.1 0.35
H 17.7720 -17.5282 -20.5317 -0.3 0.3 -0.2 0.49
H 19.3593 -17.2479 -21.2038 0.1 -0.5 -0.2 -0.26
O 22.3032 -17.7395 -21.5737 -1.7 -0.2 -2.6 -0.41
S 21.7382 -18.0583 -22.9032 -1.3 -2.5 -0.4 0.36
O 20.4065 -18.7891 -23.0597 3.8 2.4 1.0 -0.64
O 21.6849 -16.7050 -23.8035 -0.1 -1.0 1.7 0.37
C 20.7002 -16.6361 -24.8370 0.3 -0.3 -2.5 -0.28
C 20.7913 -17.7921 -25.9538 0.0 1.5 1.2 -1.13
C 22.9456 -19.0865 -23.9024 -0.6 1.3 0.4 -0.74
H 20.9863 -15.7215 -25.3563 0.4 0.0 0.0 0.37
H 19.6946 -16.3527 -24.5262 0.0 -0.9 0.7 0.09
H 20.1937 -18.6792 -25.7440 -0.2 0.3 -0.1 0.27
H 21.8159 -18.1227 -26.1243 0.1 0.2 0.2 0.28
H 20.5298 -17.2458 -26.8601 -0.5 -0.5 -0.2 0.45
H 23.7658 -19.4421 -23.2787 -0.3 0.0 0.2 0.15
H 23.3472 -18.3747 -24.6236 0.1 -0.1 0.1 -0.04
H 22.3295 -19.8168 -24.4270 0.2 -0.1 0.4 0.49
O 25.6458 -17.1721 -18.7008 3.6 -0.5 2.7 -0.49
S 26.8129 -17.1539 -17.7451 -1.6 -0.5 0.2 0.89
O 26.8389 -18.0651 -16.5575 0.0 1.8 -3.4 -0.78
O 28.2230 -17.2288 -18.6152 -2.6 1.4 1.7 0.14
C 28.7112 -18.5096 -18.9578 -0.2 -0.8 -0.3 0.02
C 29.4473 -19.0873 -17.7794 1.1 -0.8 0.3 -1.34
C 26.8876 -15.4562 -17.0990 0.2 -1.4 -0.5 -0.62
H 29.2538 -18.2116 -19.8549 0.7 -0.8 0.1 0.37
H 27.8967 -19.1567 -19.2835 -0.2 0.0 -0.1 -0.05
H 30.0517 -19.9738 -17.9717 0.2 0.1 -0.9 0.46
H 28.8256 -19.5085 -16.9893 -0.5 0.8 0.0 0.25
H 30.1386 -18.3420 -17.3861 -0.1 0.0 0.2 0.28
H 25.8893 -15.1021 -17.3561 0.2 0.4 0.2 -0.17
H 27.7213 -14.9346 -17.5692 -0.2 0.1 0.0 0.09
H 27.0498 -15.6288 -16.0351 -0.1 0.4 -0.1 0.51
O 23.7857 -19.0600 -19.4357 -0.3 -3.5 1.5 0.18
S 24.0233 -20.4453 -18.9171 0.3 1.6 -2.3 1.44
O 24.7967 -20.6287 -17.7144 -1.0 0.2 -0.7 -0.66
O 22.5838 -21.2974 -18.8330 2.7 1.6 -0.8 -0.40
C 21.4066 -20.5990 -18.3476 -0.9 -0.8 -0.6 0.85
C 20.3676 -20.3445 -19.5251 1.0 0.1 1.1 -1.24
C 24.8862 -21.4326 -20.2786 -2.2 -0.2 1.7 -1.12
H 21.6718 -19.7371 -17.7353 0.0 0.3 -0.5 -0.30
H 21.1313 -21.3793 -17.6381 -1.1 0.4 0.0 0.00
H 20.6609 -19.4978 -20.1457 0.2 0.0 0.1 0.11
H 19.3820 -20.1183 -19.1181 0.0 0.0 0.2 0.44
H 20.2587 -21.2052 -20.1850 0.2 -0.2 0.2 0.38
H 25.5261 -20.8748 -20.9624 0.0 0.3 0.6 0.10
H 24.0288 -21.8755 -20.7855 0.2 0.1 -0.4 0.46
H 25.2819 -22.2243 -19.6425 0.7 0.1 -0.5 0.44
O 28.9023 -13.3855 -26.6363 -0.3 -0.5 -0.7 -0.61
S 27.5675 -13.1748 -26.1816 -2.0 1.4 -0.4 1.13
O 26.6151 -12.3098 -26.9615 2.4 -2.6 2.2 -0.64
O 26.8588 -14.6446 -25.8256 1.8 1.4 0.1 -0.27
C 25.5092 -14.7720 -26.1384 -2.3 -1.7 -2.3 -0.50
C 24.8749 -16.0583 -25.5868 1.3 0.4 1.9 -0.83
C 27.7670 -12.6112 -24.5125 -0.7 0.1 0.4 -0.31
H 25.4468 -15.0404 -27.1930 0.0 1.2 -0.6 0.40
H 24.9133 -13.8873 -25.9138 0.2 0.0 0.1 0.42
H 23.8615 -16.3168 -25.8939 0.0 0.7 -0.2 0.37
H 24.9357 -15.9023 -24.5097 -0.6 -0.6 0.3 0.04
H 25.4888 -16.9354 -25.7916 0.2 0.1 -0.2 0.35
H 28.6450 -13.0599 -24.0480 0.0 -0.1 -0.4 0.26
H 26.8960 -12.9580 -23.9565 -0.1 0.4 0.0 -0.21
H 27.8522 -11.5245 -24.5161 -0.1 -0.1 0.0 0.48
O 24.8339 -13.5729 -22.8131 -0.3 0.6 -0.1 -0.75
S 24.1554 -13.6812 -21.5596 -0.2 -1.0 -0.3 1.02
O 24.5887 -14.8495 -20.7791 -0.8 2.0 -0.1 0.35
O 24.3466 -12.2315 -20.8029 -0.1 -2.7 -0.1 -0.46
C 23.9410 -12.3446 -19.4184 -0.8 -0.5 1.1 0.76
C 24.3971 -11.1187 -18.7407 0.2 0.8 -0.8 -1.57
C 22.3496 -13.6435 -21.8123 0.3 -0.3 0.0 -0.84
H 24.3324 -13.2185 -18.8976 0.4 -0.2 -0.6 -0.27
H 22.8608 -12.4320 -19.3024 -0.2 -0.1 -0.5 0.21
H 25.4508 -11.0465 -19.0104 0.2 0.4 0.8 0.34
H 24.1482 -11.1421 -17.6798 0.4 0.1 -0.1 0.41
H 23.8833 -10.2997 -19.2441 0.1 0.4 0.4 0.36
H 21.8848 -14.5955 -22.0684 0.7 -0.3 0.0 -0.16
H 22.2007 -12.9854 -22.6683 0.0 0.3 0.3 0.55
H 21.8399 -13.3335 -20.9000 0.2 0.3 -0.1 0.30
O 32.5518 -12.2648 -19.4655 -2.7 -3.0 0.2 -0.60
S 31.6628 -13.4506 -19.3016 1.5 -0.2 -0.5 1.05
O 30.9995 -13.7702 -18.0443 0.3 1.1 -1.2 -0.54
O 30.5310 -13.4866 -20.5603 4.3 2.1 2.3 -0.41
C 29.6032 -14.5094 -20.4692 -1.7 0.1 0.0 0.15
C 28.3328 -13.7356 -20.4190 -1.8 -0.1 0.3 -1.07
C 32.5211 -15.0512 -19.7729 -0.6 2.0 0.0 -0.63
H 29.5733 -15.0325 -19.5133 0.9 -0.6 -0.3 0.20
H 29.7839 -15.0635 -21.3903 -0.5 -0.8 0.4 0.39
H 28.2896 -13.1368 -19.5092 0.6 0.4 0.0 0.50
H 27.4706 -14.3748 -20.2293 -0.2 -0.2 -0.8 -0.06
H 28.2287 -13.0818 -21.2849 -0.3 -0.1 0.0 0.37
H 32.6105 -14.8650 -20.8432 0.2 -0.7 0.0 0.30
H 31.8007 -15.8160 -19.4825 0.3 0.0 -0.3 0.06
H 33.4892 -15.1598 -19.2838 -0.2 0.2 0.0 0.41